Record 1
ORCA calculation (ωB97M-V with the def2-TZVPD basis set) on a structure of composition C32H41MnN7O2S.

E = -3327.00099 Eh
Spin multiplicity = 6
Expectation value of S² = 8.75
E_HOMO (alpha / beta) = -7.050 / -7.506 eV
Orbital gap (alpha / beta) = 0.2756 / 0.2911 hartree

CARTESIAN COORDINATES (ANGSTROEM)
Mn 0.918 -0.448 0.197
C -6.968 2.166 1.803
C -5.846 1.297 1.292
C -4.527 1.746 1.340
C -3.488 0.970 0.854
C -3.770 -0.274 0.309
C -5.074 -0.740 0.236
C -6.103 0.048 0.737
S -2.450 -1.326 -0.230
O -3.014 -2.209 -1.224
O -1.918 -1.966 0.961
N -1.289 -0.387 -0.773
C -1.563 0.473 -1.855
C -2.728 0.550 -2.601
C -2.897 1.488 -3.641
C -1.914 2.369 -3.972
C -0.708 2.344 -3.235
C 0.348 3.243 -3.501
C 1.474 3.215 -2.737
C 1.560 2.268 -1.701
N 0.615 1.397 -1.438
C -0.530 1.416 -2.183
H -6.721 2.596 2.775
H -7.892 1.599 1.906
H -7.159 2.995 1.118
H -4.311 2.728 1.754
H -2.468 1.330 0.871
H -5.270 -1.707 -0.211
H -7.125 -0.312 0.687
H -3.536 -0.143 -2.416
H -3.834 1.493 -4.186
H -2.035 3.088 -4.775
H 0.237 3.958 -4.309
H 2.295 3.898 -2.906
H 2.434 2.232 -1.063
C 3.268 -2.760 -2.522
N 2.940 -1.430 -2.024
C 2.199 -0.705 -3.052
C 4.151 -0.704 -1.648
C 4.067 0.301 -0.494
C 5.228 1.072 -0.353
C 5.347 2.028 0.644
C 4.285 2.200 1.525
C 3.136 1.433 1.365
C 2.956 0.467 0.353
H 3.922 -2.725 -3.409
H 2.355 -3.291 -2.810
H 3.775 -3.341 -1.752
H 2.781 -0.610 -3.982
H 1.948 0.294 -2.704
H 1.267 -1.225 -3.292
H 4.547 -0.188 -2.537
H 4.913 -1.438 -1.376
H 6.053 0.927 -1.051
H 6.250 2.622 0.732
H 4.352 2.927 2.328
H 2.335 1.603 2.078
N 0.604 -2.758 -0.244
C 0.635 -3.945 0.639
C 1.946 -4.154 1.387
C 2.185 -3.248 2.585
N 2.216 -1.836 2.207
H -0.360 -2.629 -0.526
H 1.130 -2.942 -1.089
H 0.431 -4.839 0.048
H -0.187 -3.846 1.350
H 2.779 -4.065 0.682
H 1.963 -5.182 1.757
H 3.106 -3.570 3.079
H 1.375 -3.397 3.307
H 2.939 -1.650 1.521
H 2.444 -1.240 2.992
C -0.934 -0.940 3.603
C -0.749 0.413 3.009
N -0.077 0.756 1.924
C -0.208 2.127 1.796
C -0.952 2.621 2.812
N -1.294 1.520 3.567
H -1.364 -1.612 2.863
H -1.599 -0.890 4.466
H 0.021 -1.346 3.925
H 0.249 2.658 0.974
H -1.260 3.621 3.062
H -1.860 1.521 4.396



Record 2
ORCA calculation (ωB97M-V with the def2-TZVPD basis set) on a structure of composition C32H41N4O3SiTa in a non-equilibrium geometry.

E = -2034.75947 Eh
Energy above the lowest of the compared OMol25 structures with the same formula, charge and spin = 1.4318 eV
Total charge = +2
E_HOMO = -13.007 eV
Orbital gap = 0.2495 hartree

CARTESIAN COORDINATES (ANGSTROEM)
Ta -0.803 0.202 -1.057
C 1.749 -1.028 3.289
N 1.972 -0.508 1.909
C 3.044 -1.322 1.225
C 3.170 -1.102 -0.284
C 2.441 -2.145 -1.133
N 1.018 -2.073 -0.850
C 0.345 -3.121 -0.628
C -1.100 -2.990 -0.171
C -1.678 -4.280 0.348
C -2.949 -4.479 0.712
C -4.066 -3.521 0.702
C -4.152 -2.285 0.184
C -3.062 -1.624 -0.516
O -2.857 -0.414 -0.382
C 2.312 0.956 1.944
C 1.236 1.872 2.520
C -0.129 1.910 1.809
N 0.028 1.873 0.339
C 0.570 2.929 -0.166
C 1.049 3.111 -1.518
C 1.521 4.367 -1.916
C 2.042 4.547 -3.183
C 2.120 3.465 -4.057
C 1.676 2.203 -3.682
C 1.142 2.050 -2.421
O 0.664 0.834 -2.019
H 2.640 -0.835 3.884
H 1.568 -2.098 3.238
H 0.889 -0.531 3.727
H 2.800 -2.363 1.440
H 3.970 -1.090 1.750
H 4.230 -1.111 -0.540
H 2.801 -0.114 -0.568
H 2.844 -3.150 -0.958
H 2.595 -1.905 -2.187
H 0.794 -4.120 -0.672
H -0.990 -5.110 0.472
H -3.201 -5.457 1.100
H -4.937 -3.854 1.256
H -5.020 -1.670 0.383
H 2.553 1.244 0.923
H 3.225 1.040 2.535
H 1.687 2.867 2.485
H 1.070 1.674 3.580
H -0.649 2.825 2.099
H -0.748 1.070 2.104
H 0.740 3.782 0.496
H 1.466 5.198 -1.223
H 2.393 5.521 -3.493
H 2.531 3.603 -5.048
H 1.725 1.359 -4.355
O -0.593 -0.712 0.775
C -1.024 -2.026 1.063
C -2.037 -2.400 -1.330
C -2.651 -3.455 -2.219
C -2.155 -3.699 -3.427
C -1.077 -2.889 -3.974
C -0.733 -1.771 -3.334
N -1.298 -1.401 -2.102
H 1.065 -0.622 1.382
H -1.986 -2.002 1.578
H -0.316 -2.486 1.759
H -3.510 -3.994 -1.851
H -2.600 -4.471 -4.041
H -0.637 -3.119 -4.932
H -0.030 -1.060 -3.747
C -2.729 5.485 -3.027
Si -3.197 3.860 -3.792
C -2.385 3.609 -5.441
C -5.027 3.600 -3.846
C -2.465 2.544 -2.678
C -1.950 1.679 -1.986
H -3.149 6.312 -3.603
H -1.644 5.607 -3.006
H -3.107 5.564 -2.006
H -2.756 4.329 -6.174
H -2.585 2.607 -5.826
H -1.304 3.737 -5.358
H -5.486 4.341 -4.505
H -5.473 3.709 -2.856
H -5.276 2.610 -4.229



Record 3
ORCA calculation (ωB97M-V with the def2-TZVPD basis set) on a cluster of 6 separate species, C32H41N7O2Si in total in a non-equilibrium geometry.

SMILES string = CC(C)=N[Si@](C)(O)CCC(N)=O.c1ccncc1.c1ccncc1.c1ccncc1.c1ccncc1.c1ccncc1
E = -2067.09625 Eh
E_HOMO = -8.544 eV
Orbital gap = 0.3258 hartree

CARTESIAN COORDINATES (ANGSTROEM)
C 5.980 -1.254 1.440
C 5.501 -2.284 0.218
C 6.221 -2.130 -1.247
N 4.547 -3.214 0.565
Si 2.907 -2.759 -0.018
C 1.646 -3.893 0.969
O 2.647 -3.148 -1.748
C 2.391 -0.937 0.335
C 2.954 0.164 -0.749
C 2.657 1.669 -0.081
N 3.382 2.031 1.227
O 1.838 2.566 -0.650
H 5.490 -1.629 2.444
H 5.778 -0.127 1.196
H 7.144 -1.379 1.540
H 5.559 -2.468 -2.155
H 6.662 -1.050 -1.337
H 7.161 -2.866 -1.237
H 0.597 -3.365 0.965
H 1.621 -5.002 0.556
H 2.103 -3.981 2.067
H 1.654 -3.352 -1.875
H 1.201 -0.905 0.240
H 2.616 -0.588 1.444
H 4.101 0.097 -0.970
H 2.348 0.087 -1.769
H 4.246 1.424 1.226
H 2.790 1.745 2.040
C -2.692 3.397 -0.313
C -3.518 2.950 0.713
C -3.018 2.002 1.591
N -1.774 1.482 1.508
C -0.996 1.934 0.500
C -1.404 2.881 -0.424
H -3.048 4.140 -1.021
H -4.526 3.331 0.826
H -3.623 1.624 2.410
H -0.001 1.499 0.454
H -0.736 3.209 -1.212
C 0.968 -5.885 6.346
C 0.042 -5.412 5.422
C 0.446 -5.267 4.105
N 1.691 -5.553 3.664
C 2.568 -6.008 4.585
C 2.257 -6.191 5.923
H 0.687 -6.013 7.388
H -0.970 -5.164 5.720
H -0.241 -4.905 3.345
H 3.562 -6.229 4.206
H 3.002 -6.561 6.618
C 7.185 3.910 -2.105
C 6.359 3.463 -1.080
C 6.859 2.515 -0.201
N 8.103 1.995 -0.284
C 8.881 2.447 -1.292
C 8.473 3.395 -2.217
H 6.829 4.653 -2.813
H 5.351 3.844 -0.967
H 6.254 2.138 0.618
H 9.876 2.012 -1.339
H 9.141 3.722 -3.004
C -9.133 4.138 -0.673
C -8.672 2.921 -1.166
C -7.369 2.549 -0.876
N -6.517 3.300 -0.145
C -6.993 4.477 0.318
C -8.280 4.933 0.085
H -10.149 4.463 -0.878
H -9.312 2.279 -1.760
H -6.964 1.607 -1.235
H -6.289 5.063 0.901
H -8.610 5.886 0.484
C -7.371 -1.200 -4.963
C -6.941 0.122 -4.924
C -7.649 1.019 -4.139
N -8.736 0.685 -3.411
C -9.131 -0.606 -3.470
C -8.488 -1.575 -4.222
H -6.842 -1.932 -5.565
H -6.076 0.447 -5.490
H -7.350 2.061 -4.073
H -10.009 -0.848 -2.878
H -8.848 -2.598 -4.230



Record 4
ORCA calculation (ωB97M-V with the def2-TZVPD basis set) on a structure of composition C32H42B2F4N9O6RbS2.

E = -3458.60831 Eh
E_HOMO = -7.617 eV
Orbital gap = 0.2395 hartree

CARTESIAN COORDINATES (ANGSTROEM)
Rb 0.655 0.540 -0.545
C 0.814 -3.430 -3.142
C 0.167 -2.495 -2.166
N 0.577 -2.267 -0.979
O 1.725 -2.911 -0.592
B 2.162 -2.444 0.753
F 2.392 -1.025 0.706
F 3.350 -3.108 1.033
O 1.236 -2.757 1.864
N 0.052 -2.017 1.830
C -0.971 -2.668 1.447
C -0.993 -4.115 1.064
C -2.213 -1.866 1.215
N -1.994 -0.737 0.657
O -3.124 -0.040 0.275
B -3.515 -0.308 -1.161
F -3.837 -1.686 -1.280
F -4.597 0.503 -1.419
O -2.472 -0.003 -2.180
N -1.293 -0.680 -1.949
C -1.100 -1.781 -2.558
C -2.004 -2.409 -3.571
C -3.554 -2.436 1.560
H 1.748 -3.810 -2.734
H 1.011 -2.926 -4.091
H 0.154 -4.274 -3.356
H 0.015 -4.474 0.885
H -1.602 -4.242 0.167
H -1.446 -4.712 1.859
H -2.907 -1.816 -3.674
H -2.279 -3.420 -3.265
H -1.497 -2.483 -4.537
H -3.516 -3.523 1.609
H -4.306 -2.128 0.843
H -3.847 -2.071 2.549
O -1.175 6.294 -1.362
C -2.069 5.672 -0.565
C -3.267 6.338 -0.312
C -4.250 5.737 0.448
C -4.068 4.458 0.971
C -2.872 3.810 0.753
C -1.849 4.410 0.011
C -0.578 3.672 -0.131
O -0.282 2.750 0.641
N 0.211 4.037 -1.203
N 1.412 3.513 -1.123
C 2.172 3.635 -2.154
S 3.793 2.950 -1.966
C 4.561 3.896 -3.331
C 3.602 5.008 -3.749
S 1.903 4.385 -3.714
H -0.494 5.635 -1.615
H -3.409 7.318 -0.749
H -5.182 6.261 0.617
H -4.861 3.970 1.521
H -2.719 2.801 1.115
H 4.744 3.186 -4.133
H 5.505 4.287 -2.956
H 3.836 5.326 -4.763
H 3.691 5.865 -3.083
N 2.204 -0.265 3.656
C 1.615 -0.004 4.969
C 0.098 -0.203 4.871
C -0.582 0.882 4.039
N -0.134 0.754 2.623
C -0.268 2.274 4.576
C 1.230 2.559 4.706
N 1.801 2.757 3.370
C 1.938 1.417 5.446
H 2.058 -1.222 3.340
H 3.197 -0.070 3.639
H 0.912 0.698 2.632
H 1.989 -0.695 5.735
H -0.338 -0.184 5.873
H -0.115 -1.185 4.443
H -1.662 0.727 4.036
H -0.454 1.526 2.026
H -0.439 -0.152 2.221
H -0.734 2.355 5.561
H -0.737 3.035 3.944
H 1.341 3.459 5.325
H 2.779 3.012 3.427
H 1.320 3.498 2.871
H 1.654 1.482 6.501
H 3.021 1.578 5.416
C 3.816 1.388 -2.595
C 3.858 0.241 -2.966
C 3.918 -1.118 -3.399
C 3.757 -1.392 -4.764
C 3.881 -2.689 -5.219
C 4.165 -3.710 -4.315
C 4.302 -3.441 -2.963
C 4.181 -2.143 -2.493
H 3.537 -0.583 -5.449
H 3.752 -2.907 -6.270
H 4.265 -4.728 -4.670
H 4.476 -4.242 -2.257
H 4.254 -1.934 -1.436



Record 5
ORCA calculation (ωB97M-V with the def2-TZVPD basis set) on a cluster of 8 separate species, C32H42BF7IN2O24P2S in total in a non-equilibrium geometry.

E = -5262.16823 Eh
Total charge = +1
E_HOMO = -11.022 eV
Orbital gap = 0.2350 hartree

CARTESIAN COORDINATES (ANGSTROEM)
C 0.008 0.039 1.747
C -0.044 1.302 0.755
P -1.115 0.967 -0.804
C -0.038 0.011 -2.028
C 1.384 0.686 -2.369
C -1.552 2.693 -1.439
C -0.462 3.808 -1.268
C -0.702 5.284 -1.742
P 0.630 6.592 -1.466
O -0.024 7.740 -0.353
O 1.123 7.372 -2.889
S 2.200 5.829 -0.558
C -2.083 5.551 -2.430
C -3.117 4.385 -2.559
I -4.998 4.857 -3.530
N -2.828 3.044 -2.057
B -3.845 1.915 -2.142
O -3.565 0.816 -3.064
N -5.085 1.805 -1.336
C -5.300 2.969 -0.423
C -6.306 1.580 -2.170
H 0.643 0.357 2.652
H 0.494 -0.829 1.184
H -1.075 -0.228 2.027
H 1.019 1.661 0.481
H -0.548 2.216 1.257
H -0.580 -0.149 -3.031
H 0.150 -1.048 -1.603
H 1.384 1.310 -3.331
H 2.119 -0.187 -2.559
H 1.832 1.296 -1.512
H 0.537 3.592 -0.761
H -0.152 7.194 0.468
H 2.106 7.301 -2.887
H -2.356 6.602 -2.812
H -3.719 0.015 -2.497
H -5.960 3.801 -0.875
H -4.349 3.416 0.018
H -5.905 2.568 0.480
H -6.973 0.836 -1.582
H -6.963 2.521 -2.297
H -6.113 1.094 -3.181
C -0.628 7.048 -6.129
C -0.817 7.151 -7.609
O -1.871 6.243 -7.863
C -2.617 6.223 -6.726
O -3.727 5.782 -6.657
O -1.946 6.774 -5.673
F 0.285 6.729 -8.270
H 0.034 6.225 -5.844
H -0.245 7.972 -5.692
H -1.100 8.148 -7.958
C 2.666 -3.653 4.015
C 2.143 -2.693 5.034
O 1.195 -1.935 4.307
C 0.729 -2.770 3.338
O -0.267 -2.574 2.704
O 1.532 -3.860 3.182
F 3.119 -1.861 5.466
H 3.482 -3.233 3.419
H 3.004 -4.590 4.459
H 1.655 -3.167 5.891
C -2.977 -0.707 4.656
C -4.434 -0.503 4.920
O -4.710 0.722 4.270
C -3.827 0.791 3.237
O -3.931 1.545 2.311
O -2.812 -0.108 3.379
F -4.671 -0.352 6.245
H -2.339 -0.195 5.382
H -2.702 -1.762 4.632
H -5.079 -1.288 4.516
C 1.513 -6.702 0.624
C 2.915 -6.995 0.198
O 3.323 -8.007 1.096
C 2.182 -8.675 1.431
O 2.162 -9.749 1.954
O 1.066 -7.968 1.090
F 3.714 -5.912 0.377
H 1.464 -5.976 1.442
H 0.894 -6.346 -0.200
H 3.005 -7.356 -0.829
C -2.087 -6.007 4.444
C -2.611 -5.053 5.470
O -3.561 -4.294 4.749
C -4.026 -5.128 3.775
O -5.022 -4.932 3.145
O -3.220 -6.214 3.614
F -1.632 -4.219 5.904
H -1.273 -5.582 3.849
H -1.746 -6.946 4.884
H -3.096 -5.532 6.325
C 6.205 6.782 2.887
C 6.504 6.806 1.422
O 6.269 5.470 1.023
C 5.319 4.998 1.878
O 4.678 4.004 1.688
O 5.183 5.798 2.972
F 7.805 7.101 1.195
H 7.063 6.468 3.487
H 5.853 7.747 3.256
H 5.865 7.479 0.843
C 4.750 -9.336 -3.990
C 5.481 -8.033 -4.058
O 4.439 -7.077 -4.038
C 3.427 -7.659 -3.340
O 2.490 -7.062 -2.888
O 3.610 -9.002 -3.210
F 6.154 -7.913 -5.226
H 4.427 -9.690 -4.973
H 5.339 -10.119 -3.511
H 6.161 -7.854 -3.219



- What is the E in the second record?
  -2034.75947 Eh



- What is the E in the third record?
  -2067.09625 Eh



- The lowest E belongs to which entry?
  C32H42BF7IN2O24P2S